{"formula": "C55H42N2O8PReTe", "method": "ωB97M-V/def2-TZVPD", "elements": ["Re", "C", "C", "C", "C", "C", "O", "C", "C", "C", "C", "C", "C", "C", "O", "C", "C", "C", "N", "C", "C", "Te", "C", "C", "C", "C", "C", "C", "C", "C", "C", "C", "C", "C", "H", "H", "H", "H", "H", "H", "H", "H", "H", "H", "H", "H", "H", "H", "H", "H", "H", "H", "H", "H", "H", "H", "H", "H", "O", "C", "O", "C", "C", "C", "C", "C", "C", "P", "C", "C", "C", "C", "C", "C", "C", "C", "C", "C", "C", "C", "H", "H", "H", "H", "H", "H", "H", "H", "H", "H", "H", "H", "H", "H", "O", "C", "O", "C", "C", "C", "C", "C", "C", "N", "O", "O", "H", "H", "H", "H"], "xyz": [[-0.5672, 0.2042, 0.3174], [3.8345, -4.5323, 3.2180], [3.0331, -3.6140, 2.3517], [3.5974, -2.9950, 1.2267], [2.8631, -2.1603, 0.4206], [3.4984, -1.3175, -0.6442], [4.3598, -0.5224, -0.3260], [3.0269, -1.4523, -2.0388], [2.0159, -2.3334, -2.4214], [1.6603, -2.4430, -3.7520], [2.3266, -1.7057, -4.7184], [3.3303, -0.8242, -4.3488], [3.6679, -0.6895, -3.0185], [1.4887, -1.8870, 0.7060], [0.8158, -1.1905, -0.1116], [0.9455, -2.4277, 1.9233], [1.7294, -3.3011, 2.6866], [-0.3945, -2.1147, 2.3402], [-1.1374, -1.2005, 1.8054], [-2.5237, -1.0614, 2.2178], [-2.7116, 0.1675, 3.0888], [-1.6945, 1.8449, 2.1047], [1.3866, 3.5150, 0.9172], [1.6765, 4.1003, 2.0951], [2.5448, 3.4949, 3.1049], [3.8523, 2.8419, 2.7316], [4.3067, 2.7529, 1.3376], [3.4693, 2.3847, 0.3684], [-0.9061, -2.8569, 3.5215], [-0.7947, -2.2394, 4.7629], [-1.2265, -2.8995, 5.8976], [-1.7853, -4.1623, 5.7973], [-1.9147, -4.7661, 4.5566], [-1.4679, -4.1222, 3.4141], [4.8069, -4.7396, 2.7798], [3.3068, -5.4724, 3.3748], [3.9870, -4.0846, 4.2008], [4.6365, -3.1692, 0.9916], [1.5043, -2.9320, -1.6851], [0.8686, -3.1184, -4.0425], [2.0747, -1.8305, -5.7602], [3.8556, -0.2524, -5.0988], [4.4508, -0.0113, -2.7135], [1.3071, -3.7361, 3.5820], [-2.8675, -1.9570, 2.7474], [-3.1144, -0.9465, 1.3003], [-2.2736, 0.0119, 4.0713], [-3.7680, 0.3930, 3.2051], [1.2374, 5.0455, 2.3679], [2.5033, 3.9515, 4.0918], [4.6316, 2.8619, 3.4883], [5.3563, 2.9027, 1.1398], [3.8132, 2.1871, -0.6359], [-0.3542, -1.2553, 4.8322], [-1.1226, -2.4245, 6.8593], [-2.1069, -4.6804, 6.6876], [-2.3595, -5.7461, 4.4781], [-1.5548, -4.5829, 2.4401], [2.7172, 2.1098, 3.0869], [2.0314, 2.2086, 0.6245], [1.4650, 1.1344, 0.5083], [0.6270, 4.2300, -0.1298], [0.8556, 5.6140, -0.1764], [0.2279, 6.4399, -1.0826], [-0.6223, 5.8924, -2.0301], [-0.8291, 4.5301, -2.0309], [-0.2424, 3.6772, -1.0838], [-0.7923, 1.9396, -1.3373], [-0.0829, 1.5379, -2.9671], [0.7685, 2.4145, -3.6356], [1.1858, 2.1298, -4.9225], [0.7429, 0.9860, -5.5616], [-0.0540, 0.0820, -4.8806], [-0.4370, 0.3349, -3.5774], [-2.5851, 2.2064, -1.6213], [-3.3202, 1.4180, -2.4992], [-4.6900, 1.5866, -2.6073], [-5.3400, 2.5612, -1.8717], [-4.6097, 3.3639, -1.0108], [-3.2487, 3.1749, -0.8647], [1.5691, 6.0406, 0.5106], [0.4077, 7.5021, -1.0543], [-1.1018, 6.5186, -2.7664], [-1.4757, 4.1061, -2.7872], [1.1048, 3.3252, -3.1626], [1.8435, 2.8151, -5.4333], [1.0398, 0.7885, -6.5784], [-0.3824, -0.8204, -5.3707], [-0.9997, -0.4081, -3.0316], [-2.8291, 0.6778, -3.1100], [-5.2467, 0.9577, -3.2838], [-6.4052, 2.6985, -1.9714], [-5.1018, 4.1450, -0.4544], [-2.7029, 3.8072, -0.1737], [-1.0909, -2.8197, -0.3584], [-1.8444, -2.1442, -1.0414], [-2.0336, -0.8782, -0.9034], [-2.6315, -2.8238, -2.1263], [-3.8762, -2.3742, -2.5544], [-4.5800, -3.1092, -3.4909], [-4.0183, -4.2683, -4.0140], [-2.7698, -4.7189, -3.6009], [-2.0840, -3.9942, -2.6493], [-4.7409, -5.0138, -5.0277], [-4.1902, -5.9768, -5.5106], [-5.8416, -4.6137, -5.3323], [-4.2900, -1.4651, -2.1449], [-5.5606, -2.8035, -3.8250], [-2.3574, -5.6242, -4.0209], [-1.1214, -4.3292, -2.2929]], "lowdin_charge": [1.2127, -0.0434, -0.2442, 0.0513, -0.0591, -0.3003, 0.1039, -0.1342, -0.0080, -0.0708, -0.0956, -0.0697, -0.0041, -0.2907, -0.2022, -0.0509, 0.0419, -0.1806, -0.1170, -0.3132, -0.4770, 1.0645, -0.1335, 0.0347, -0.1988, -0.1966, 0.0236, 0.0380, -0.2275, -0.0345, -0.0602, -0.0677, -0.0564, -0.0176, 0.0784, 0.0854, 0.0869, 0.1329, 0.1132, 0.1056, 0.1113, 0.1104, 0.1162, 0.1283, 0.1284, 0.1092, 0.0321, 0.0542, 0.1298, 0.1545, 0.1538, 0.1266, 0.1339, 0.1253, 0.1090, 0.1085, 0.1101, 0.1310, 0.0405, -0.2988, -0.0591, -0.1522, -0.0181, -0.0417, -0.0411, -0.1126, -0.2861, 0.9612, -0.3104, -0.0758, -0.0612, -0.0738, -0.0803, -0.0899, -0.3621, -0.0804, -0.0664, -0.0630, -0.0646, -0.1514, 0.1153, 0.1149, 0.1169, 0.1195, 0.1014, 0.1115, 0.1147, 0.1158, 0.0876, 0.0884, 0.1089, 0.1101, 0.1100, 0.0789, 0.0619, -0.5787, -0.1741, -0.1149, 0.0022, 0.0209, -0.1378, 0.0244, 0.0014, -0.3622, 0.0929, 0.0903, 0.1093, 0.1218, 0.1241, 0.1198], "s2": 1.058, "orbital_gap_ev": [5.499, 6.218], "total_charge": 1, "total_energy_ev": -95779.6514, "multiplicity": 2, "homo_energy_ev": [-10.11, -10.13], "e_lumo_ha": [-0.169, -0.144]}